DFT (the ωB97M-V functional and the def2-TZVPD basis) results for 3 unconnected molecules or ions with the total composition C33H56N4O7S2.

Summary:
Electronic energy: -77090.8050 eV
LUMO level: -0.26 eV
Gap between HOMO and LUMO: 8.39 eV

The geometry in ORCA input format:
```
! wB97M-V def2-TZVPD RIJCOSX def2/J DEFGRID3
* xyz 0 1
C -4.30 1.31 -1.89
H -3.69 7.11 5.16
H 2.29 0.13 3.69
H -3.16 -2.64 2.97
O 2.17 1.23 -1.74
H 4.01 -1.76 -1.29
N -3.51 -2.56 0.92
H 1.82 -1.90 2.77
C 2.09 -5.77 -2.85
C 1.56 -4.75 -1.81
O -1.49 5.52 4.03
C 2.93 0.70 1.74
O 2.70 5.24 1.81
C -2.46 0.23 0.38
H 5.63 -1.76 -0.63
C 0.91 -1.33 0.88
H -4.51 0.59 0.96
H 4.36 2.02 -3.35
H -4.54 3.79 3.35
O -1.50 0.09 -2.98
H 3.37 0.98 -4.40
S 2.02 2.19 -2.87
H 3.36 3.33 3.00
H -3.28 1.41 1.91
H 1.75 4.13 -1.52
H 1.42 -6.66 -4.70
N -4.00 0.00 -1.44
H -4.63 -0.83 2.77
H -0.79 -2.55 -3.45
H 2.05 2.32 0.59
H -5.20 -1.30 -2.58
C 4.22 -2.34 0.85
H 1.63 -5.15 -0.79
H -5.28 2.08 -3.65
H 2.52 4.52 -3.08
O -0.75 1.01 1.77
H 0.09 3.49 1.29
C 0.19 -2.10 -3.31
H -0.06 4.57 2.70
H -3.57 -1.90 -2.35
H -6.25 2.14 -2.19
H 5.18 -3.85 0.11
C -4.15 -1.00 -2.53
H 2.57 -3.35 1.81
C 1.83 0.24 2.71
H 3.79 2.46 0.95
H -3.92 -0.53 -3.49
S -2.91 5.53 3.57
H 3.47 3.75 -1.77
C -1.49 -0.24 -1.80
H -3.08 -0.24 3.39
H 4.36 -1.77 1.76
C -3.92 6.06 4.96
H 3.90 0.61 2.24
H -6.04 0.61 -3.04
O 5.19 -3.41 0.96
C -0.33 -0.95 -1.14
C 3.45 1.96 -3.94
H 0.23 -1.18 -3.88
N 2.53 3.06 2.50
H 3.10 -5.51 -3.17
C 2.83 -3.02 0.81
C 4.59 -1.52 -0.40
H -3.27 3.36 4.54
C -1.04 0.23 0.88
H -4.97 5.97 4.70
O -3.62 2.28 -1.61
H -1.85 -1.90 2.10
H 1.11 1.04 2.82
C 1.20 -1.12 2.35
H -4.46 -2.86 1.14
H 3.14 -3.50 -1.60
H 0.29 5.21 1.11
H 0.95 -2.76 -3.73
C -0.10 -0.71 0.20
C 0.43 -1.82 -1.86
H 0.24 -1.20 2.89
C -2.66 0.01 -0.90
C 1.12 -5.86 -4.03
H 1.04 -4.92 -4.57
H 2.96 -3.94 0.24
H 3.01 0.11 0.83
H -3.69 5.46 5.84
C 0.50 4.38 1.78
C -3.59 -0.62 2.51
C 2.81 2.17 1.36
H 4.58 -0.45 -0.24
C 1.98 4.28 2.03
C -3.52 0.48 1.40
C -2.94 -1.95 2.14
H 2.11 -6.76 -2.38
N 2.20 -3.43 -1.95
C -3.47 3.82 3.57
H 0.50 -4.63 -2.01
H -2.93 3.29 2.79
H 0.12 -6.11 -3.65
H -3.00 -3.42 0.77
C 1.45 -2.47 -1.18
H 3.44 2.73 -4.71
C -5.54 1.53 -2.74
C 2.49 3.81 -2.25
C 1.70 -2.24 0.16
*
```